Below is a cluster of 17 separate species, C84H184F21N10O22S3 in total in a non-equilibrium geometry, with properties calculated with the ωB97M-V functional and the def2-TZVPD basis.

Element x y z (Å)
1 S -2.557 4.020 3.919
2 S 4.820 2.163 -0.084
3 S 1.380 -4.487 -1.531
4 F -0.080 -3.285 -8.635
5 F 2.070 -3.252 -8.237
6 F -1.968 -3.801 -0.931
7 F 3.303 -2.794 4.885
8 F 2.044 -4.555 5.192
9 F 5.199 0.650 2.198
10 F -3.988 3.493 -3.998
11 F -2.364 -3.593 1.160
12 F 3.750 -5.483 -2.334
13 F -0.665 2.873 5.350
14 F -3.035 2.250 -2.591
15 F -2.320 2.402 -4.646
16 F 6.002 2.621 2.316
17 F 1.747 -3.190 3.490
18 F 0.013 4.606 4.352
19 F 0.685 -2.570 -6.716
20 F -0.301 2.763 3.220
21 F -3.215 -5.260 0.018
22 F 3.395 -3.461 -2.960
23 F 7.008 1.122 1.078
24 F 2.384 -5.049 -3.978
25 O -3.966 -1.820 -0.536
26 O 3.684 2.771 0.589
27 O 4.468 1.007 -0.852
28 O -3.194 2.740 3.579
29 O 3.718 -7.672 2.168
30 O 5.729 3.016 -0.762
31 O 1.782 -0.315 -7.941
32 O -7.217 7.165 7.217
33 O -4.620 0.175 1.039
34 O 0.650 -5.721 -1.479
35 O -5.193 -3.348 0.726
36 O -2.995 4.583 5.200
37 O -0.443 1.222 -1.928
38 O -2.475 4.997 2.846
39 O 0.558 -3.454 -2.136
40 O 2.156 -4.088 -0.400
41 O 4.726 -4.904 8.613
42 O 4.861 -3.912 3.013
43 O 3.941 -5.824 3.755
44 O -0.473 -0.773 -8.321
45 O -2.456 5.188 -2.575
46 O -0.713 3.720 -2.627
47 N 0.517 -7.018 1.985
48 N 6.676 -5.617 6.273
49 N 1.266 2.214 -5.942
50 N 1.090 -0.570 0.060
51 N 7.150 -1.162 -3.732
52 N -5.690 3.292 0.384
53 N -2.838 -1.716 -4.264
54 N 2.215 5.982 0.478
55 N -4.646 -1.684 4.409
56 N -4.174 7.117 7.574
57 C 1.291 7.057 -0.077
58 C 2.257 -0.423 0.945
59 C -0.983 0.659 -10.235
60 C 0.100 4.934 0.440
61 C -0.916 2.832 -7.323
62 C -6.489 -0.498 -4.109
63 C 0.108 -1.639 0.446
64 C -6.470 -3.464 0.228
65 C 4.281 -5.249 7.287
66 C -4.983 7.666 6.349
67 C 8.662 -0.670 -1.844
68 C -6.056 -1.537 3.850
69 C -3.734 -2.390 3.424
70 C -5.445 -2.671 8.009
71 C 8.577 -1.419 -3.188
72 C -1.234 -0.694 -9.502
73 C -1.721 -1.452 -3.309
74 C -4.211 1.197 0.166
75 C 6.803 -2.317 -4.685
76 C 2.248 6.220 1.965
77 C 0.912 -2.550 -8.059
78 C -5.019 -1.613 6.941
79 C 2.979 -7.151 1.043
80 C -6.466 8.173 6.515
81 C -0.769 -7.923 2.026
82 C 3.588 6.158 -0.194
83 C -2.871 -2.499 -6.602
84 C 1.511 4.743 0.013
85 C -2.501 -0.716 4.689
86 C -2.352 -1.389 -5.707
87 C 5.367 -2.245 -5.019
88 C 2.679 1.932 -6.067
89 C -5.867 2.979 1.840
90 C -1.803 4.165 -3.258
91 C -4.571 4.254 0.329
92 C -2.415 6.478 -3.217
93 C 7.229 0.163 -4.425
94 C 2.267 3.347 -4.096
95 C 5.806 1.592 1.508
96 C -3.168 7.408 -2.240
97 C -4.400 8.218 8.639
98 C 3.646 -4.607 3.284
99 C -4.212 -3.102 -0.386
100 C -2.711 6.991 7.268
101 C 6.600 -4.198 5.752
102 C 3.307 2.420 -4.770
103 C -5.340 2.036 -0.445
104 C 5.347 -4.357 1.806
105 C -4.601 5.746 8.072
106 C 2.722 -3.804 4.218
107 C -2.807 3.090 -3.613
108 C -4.089 -1.023 -3.847
109 C -3.044 -3.204 -4.239
110 C 4.921 -3.342 -5.979
111 C 1.512 -7.658 1.042
112 C -4.651 -2.435 5.772
113 C 0.458 0.740 0.248
114 C 0.594 1.086 -5.155
115 C 6.071 -3.190 1.111
116 C 1.590 -0.854 -1.330
117 C 1.133 3.512 -5.124
118 C -3.936 -0.353 4.508
119 C 7.211 -0.341 -1.405
120 C 5.252 -6.207 6.593
121 C -2.697 -3.691 -5.629
122 C 7.303 -6.444 5.165
123 C -7.435 -3.784 1.322
124 C -0.136 6.411 0.072
125 C 2.805 -4.665 -2.783
126 C -2.971 -3.935 -0.043
127 C 3.227 5.362 2.721
128 C 0.147 -5.646 1.517
129 C -5.230 -1.080 -4.823
130 C 7.489 -5.712 7.536
131 C -6.897 3.855 -0.285
132 C -2.350 -1.790 3.618
133 C 1.029 -7.037 3.399
134 C -1.273 3.934 -8.276
135 C -0.753 1.048 -0.568
136 C 6.295 -1.050 -2.491
137 C 3.059 5.664 4.243
138 C 0.656 2.408 -7.335
139 C 0.963 -1.054 -8.580
140 C -0.811 3.553 4.218
141 H -0.098 -1.716 1.517
142 H 4.840 -2.390 -4.110
143 H 9.201 -1.241 -1.096
144 H -1.118 3.051 -6.276
145 H 9.339 -1.165 -3.950
146 H 7.525 0.911 -3.704
147 H 1.333 4.342 -5.815
148 H -1.655 -3.926 -5.806
149 H -0.565 -8.726 2.731
150 H 0.162 -6.808 4.012
151 H 1.692 4.840 -1.093
152 H -5.701 5.675 8.129
153 H 4.308 2.877 -4.955
154 H 6.843 -2.717 1.701
155 H -5.628 -2.152 8.995
156 H -4.975 6.831 5.625
157 H 3.294 -5.741 7.385
158 H 3.335 5.805 -1.227
159 H 3.503 1.525 -4.153
160 H -0.033 4.672 1.499
161 H 2.550 7.216 2.146
162 H -4.545 -3.776 -1.272
163 H 6.923 -0.696 -0.424
164 H -0.960 -8.282 1.035
165 H 2.246 -1.771 -1.336
166 H -4.457 0.144 5.337
167 H -4.223 5.543 9.039
168 H -0.721 6.941 0.785
169 H 4.133 -4.371 6.695
170 H 4.875 -6.336 5.582
171 H -0.578 2.211 -2.206
172 H -3.921 9.101 8.257
173 H 0.651 -2.538 0.118
174 H 3.977 -4.817 9.194
175 H -6.037 -0.797 2.997
176 H 3.331 -7.649 0.135
177 H 5.167 -4.354 -5.631
178 H 3.012 -6.008 0.960
179 H 1.425 8.005 0.535
180 H -1.261 -0.480 -3.485
181 H -1.185 1.967 -0.139
182 H 0.138 0.882 1.290
183 H -4.219 7.125 -2.147
184 H 7.525 -7.420 5.547
185 H 0.168 3.429 -4.613
186 H 1.263 1.442 0.053
187 H -3.858 -3.474 3.558
188 H 3.235 4.312 2.447
189 H -4.937 -0.550 -5.753
190 H -7.086 -4.672 1.849
191 H -7.609 3.054 -0.274
192 H 3.088 -4.658 2.353
193 H -2.505 -3.590 -3.383
194 H 1.083 -1.177 -9.687
195 H 1.515 -7.977 3.631
196 H 2.169 -0.036 -1.628
197 H -6.257 0.457 -3.644
198 H 7.933 0.198 -5.263
199 H 3.149 2.383 -6.914
200 H -1.574 4.481 -4.319
201 H -3.233 8.427 -2.638
202 H -4.698 -0.704 0.523
203 H -2.237 6.664 8.201
204 H -6.312 -3.183 7.657
205 H -6.544 -4.253 -0.511
206 H -3.732 3.832 0.929
207 H 2.859 0.359 0.572
208 H -0.291 -5.691 0.475
209 H -0.805 4.868 -8.018
210 H 8.269 -5.958 5.018
211 H -7.315 4.782 0.202
212 H 3.966 5.306 4.725
213 H 1.230 6.067 2.406
214 H -6.611 4.161 -1.305
215 H 1.492 7.084 -1.160
216 H -4.355 4.761 -0.623
217 H 0.083 0.815 -10.142
218 H -3.840 -2.373 -6.988
219 H -2.315 7.924 6.975
220 H -6.777 -2.569 -0.266
221 H 1.945 -0.099 1.932
222 H -4.140 -3.272 -4.007
223 H 2.785 4.291 -3.918
224 H -4.929 2.999 2.389
225 H -4.218 0.315 3.701
226 H 6.009 -5.281 1.849
227 H 5.279 -0.688 -2.742
228 H -7.624 -3.021 2.066
229 H -2.075 -1.337 2.663
230 H -4.433 -1.458 -2.901
231 H -4.219 -1.024 7.393
232 H 6.401 -3.646 0.191
233 H 7.750 -6.776 7.711
234 H 6.563 -6.470 4.363
235 H 2.922 6.707 4.489
236 H -1.607 1.463 -9.801
237 H -1.519 0.257 -0.457
238 H -0.412 -5.119 2.244
239 H -0.935 3.612 -9.287
240 H 2.206 5.071 4.650
241 H -6.711 -1.185 -3.275
242 H 8.579 -2.540 -3.045
243 H -1.192 0.687 -11.331
244 H 0.882 1.495 -7.831
245 H 4.575 -4.654 1.131
246 H -2.174 -2.661 -7.363
247 H -0.700 6.514 -0.856
248 H -5.901 -0.984 6.732
249 H 3.861 7.191 -0.172
250 H 4.359 5.491 0.259
251 H 3.851 -3.240 -6.176
252 H 9.243 0.241 -1.940
253 H 6.930 -5.363 8.441
254 H -3.496 0.898 -0.622
255 H 5.332 -3.139 -6.972
256 H 8.503 -5.300 7.375
257 H 1.072 -5.110 1.421
258 H -2.626 6.288 6.470
259 H 2.844 0.890 -6.353
260 H 5.507 -7.151 7.102
261 H -5.123 -3.409 5.655
262 H -6.728 8.318 5.488
263 H -5.436 8.444 8.752
264 H -4.394 8.525 6.003
265 H 1.172 3.281 -7.707
266 H -2.806 7.449 -1.226
267 H -6.476 9.135 7.004
268 H 2.878 -1.329 1.109
269 H -3.633 -2.702 5.810
270 H -2.253 -0.824 -9.245
271 H 6.090 -4.186 4.788
272 H -0.821 -1.537 -0.178
273 H -0.287 1.468 -4.656
274 H 6.217 -3.549 6.519
275 H -1.543 -7.240 2.411
276 H -6.728 -1.153 4.610
277 H -1.256 -1.495 -5.622
278 H -6.451 3.797 2.395
279 H 6.258 -2.033 -2.098
280 H -4.354 4.977 7.359
281 H 5.236 -1.292 -5.571
282 H -1.391 6.816 -3.410
283 H 3.940 -6.881 2.806
284 H -4.677 -3.406 8.145
285 H 1.980 2.936 -3.186
286 H 5.215 -2.522 0.975
287 H 7.110 0.755 -1.531
288 H -2.620 -0.355 -5.972
289 H -3.242 -4.625 -5.821
290 H -2.367 -1.113 5.689
291 H 4.256 5.644 2.450
292 H -2.242 -1.513 -2.347
293 H 0.760 -1.093 -1.912
294 H 1.065 -7.487 -0.013
295 H 6.250 0.408 -4.768
296 H -6.277 1.402 -0.429
297 H -2.936 6.487 -4.190
298 H 2.034 3.905 0.531
299 H -8.360 -4.247 0.991
300 H -6.392 -2.505 3.494
301 H -2.365 4.067 -8.352
302 H 1.684 -6.218 3.610
303 H -1.815 0.123 4.554
304 H -1.517 -2.370 3.949
305 H -5.436 -2.151 -5.087
306 H 0.496 0.266 -5.950
307 H 7.623 -3.880 5.624
308 H -8.045 7.570 7.431
309 H -1.006 -2.255 -3.386
310 H 7.145 -3.167 -4.104
311 H -7.297 -0.384 -4.842
312 H -5.172 2.485 -1.411
313 H -4.178 -2.158 2.468
314 H -6.470 2.092 1.953
315 H -3.703 0.073 -3.713
316 H 1.596 -8.703 1.295
317 H -0.528 4.253 -0.134
318 H -1.030 -1.518 -10.179
319 H 1.279 0.624 -4.494
320 H -4.784 5.062 0.999
321 H -3.989 7.931 9.643
322 H -1.407 1.890 -7.445
323 H -3.726 1.942 0.849
324 H 7.411 -2.179 -5.596

Calculated values
M = 2181.6 Da
calculated total energy = -239583.2297 eV
total charge = +3
maximum force = 0.0650 Eh/bohr